C3H3ClF2 in the gas phase at a distorted geometry, computed with ωB97M-V/def2-TZVPD.

Cartesian coordinates (Å):
C: -0.1759 0.1483 -1.0366
C: -0.4274 -2.7276 0.7653
C: -0.0325 1.2614 -0.0183
F: 0.9264 0.2519 -1.8889
F: -0.6114 -2.0966 1.9508
Cl: 0.2802 -1.6886 -0.3046
H: -0.1708 2.1057 -0.5910
H: 1.0548 1.3374 0.3688
H: -0.8433 1.4081 0.7545

Results
- highest occupied orbital energy (alpha / beta) (eV) = -8.7134 / -8.7140
- frontier orbital gap (alpha / beta) (eV) = 7.42 / 7.42
- lowest unoccupied orbital energy (alpha / beta) (eV) = -1.29 / -1.29

=====

2 unconnected molecules or ions with the total composition C5H15NO2 at a distorted geometry, computed with ωB97M-V/def2-TZVPD.

Cartesian coordinates (Å):
C: 0.0506 0.5794 1.9477
C: 1.4396 0.1219 1.6126
C: -0.8291 1.0207 0.7266
N: -1.4829 -0.1303 0.0891
C: -1.2078 -0.4138 -1.3338
C: -0.0760 -1.4781 -1.4542
O: -0.2310 -2.6072 -0.6097
H: 0.0588 1.5231 2.5095
H: -0.5465 -0.1350 2.5118
H: 2.0778 0.1225 2.5069
H: 1.5104 -0.9056 1.2231
H: 1.9154 0.7162 0.8276
H: -1.5942 1.7160 1.0314
H: -0.1944 1.5120 -0.0455
H: -2.5017 -0.1060 0.1874
H: -2.1052 -0.9050 -1.6962
H: -0.9280 0.4700 -1.9089
H: 0.0866 -1.7331 -2.5046
H: 0.8884 -1.0892 -1.0773
H: -0.5721 -2.3127 0.2377
H: 0.8401 1.3688 -1.0809
H: 1.8537 0.9341 -2.0763
O: 1.5474 1.7313 -1.6239

Results
- highest occupied orbital energy (alpha / beta) (eV) = -15.0398 / -14.9322
- multiplicity = 2
- charge = +1
- ⟨S²⟩ = 0.75
- frontier orbital gap (alpha / beta) (eV) = 11.64 / 6.21
- lowest unoccupied orbital energy (alpha / beta) (eV) = -3.40 / -8.72

=====

3 unconnected molecules or ions with the total composition C3H11O at a distorted geometry, computed with ωB97M-V/def2-TZVPD.

Cartesian coordinates (Å):
O: 1.1405 -0.3496 2.5890
H: 1.2606 0.5541 2.7922
H: 1.5596 -0.8682 3.2732
H: 0.0104 1.4997 1.2308
C: 0.3747 -0.9371 -0.2224
C: -0.0344 -0.4533 -1.5173
C: -1.3324 0.3493 -1.3710
H: 0.6309 1.8638 1.0207
H: 1.3822 -1.1197 0.1458
H: -0.4302 -1.1333 0.4771
H: -0.1081 -1.2578 -2.2651
H: 0.7497 0.1329 -2.0274
H: -1.3544 1.3337 -1.8467
H: -2.1432 -0.1372 -1.9157
H: -1.7060 0.5226 -0.3633

Results
- highest occupied orbital energy (eV) = -15.7584
- charge = +1
- frontier orbital gap (eV) = 8.24
- lowest unoccupied orbital energy (eV) = -7.52

=====

A molecular structure, C20H52IrN4O2PSbSi2Te at a distorted geometry, computed with ωB97M-V/def2-TZVPD.

Cartesian coordinates (Å):
Ir: -0.3799 -0.5968 0.0218
C: 3.7914 -1.1479 3.7094
N: 2.4263 -1.0349 3.2003
C: 2.0688 -1.2221 1.9349
N: 3.0061 -1.5354 1.0351
O: 0.8296 -1.1475 1.6319
H: 3.7813 -0.9088 4.7680
H: 4.4527 -0.4405 3.2082
H: 4.1699 -2.1648 3.5970
H: 1.6763 -0.8379 3.8428
H: 3.9637 -1.7053 1.2952
H: 2.7108 -1.7806 0.1082
C: -3.2081 1.9579 -2.0935
P: -2.7713 0.2517 -2.4101
C: -1.9035 0.1961 -3.9772
C: -4.2821 -0.6938 -2.5416
O: -1.9290 -0.3945 -1.2978
H: -3.8278 2.3187 -2.9170
H: -2.3163 2.5804 -2.0418
H: -3.7811 2.0413 -1.1707
H: -2.5686 0.4917 -4.7898
H: -1.5553 -0.8208 -4.1616
H: -1.0518 0.8772 -3.9598
H: -4.8511 -0.3674 -3.4133
H: -4.8902 -0.5544 -1.6481
H: -4.0419 -1.7514 -2.6491
C: -1.4361 3.1661 0.5358
Sb: -0.6837 1.4320 1.4888
C: 1.1418 2.1367 2.2988
C: -1.9542 1.1669 3.1314
H: -1.0881 4.0088 1.1341
H: -2.5234 3.1563 0.5376
H: -1.0680 3.2769 -0.4796
H: 0.9111 2.5921 3.2621
H: 1.5621 2.8992 1.6469
H: 1.8655 1.3435 2.4382
H: -2.0119 2.1328 3.6351
H: -1.5538 0.4174 3.8083
H: -2.9451 0.8763 2.8005
C: 1.8150 -1.6868 -2.2946
C: 1.9091 -0.2514 -1.9108
N: 1.1386 0.4105 -1.0456
C: 1.5390 1.7354 -1.1015
C: 2.5703 1.8582 -1.9701
N: 2.7871 0.5994 -2.4631
H: 0.9720 -2.1719 -1.8005
H: 2.7279 -2.2411 -2.0649
H: 1.6451 -1.7832 -3.3680
H: 1.0597 2.5191 -0.5450
H: 3.1449 2.7111 -2.2855
H: 3.4742 0.3512 -3.1606
C: 0.5103 -6.1370 -1.8900
Si: -0.9282 -5.0438 -1.4220
C: -1.3148 -3.7739 -2.7656
C: -2.4399 -6.0193 -0.9342
C: -0.3506 -4.0031 0.0758
Te: -1.9011 -2.7777 0.8942
C: -1.7839 -3.5121 2.8948
Si: -3.3712 -3.4623 3.9819
C: -3.7812 -1.6743 4.3300
C: -2.9406 -4.4158 5.5240
C: -4.7507 -4.2416 2.9947
H: 0.3151 -6.6617 -2.8269
H: 0.6934 -6.8944 -1.1262
H: 1.4318 -5.5658 -2.0258
H: -2.0972 -4.1361 -3.4343
H: -0.4364 -3.5695 -3.3828
H: -1.6627 -2.8265 -2.3380
H: -2.8777 -6.4997 -1.8110
H: -3.2247 -5.4055 -0.4852
H: -2.1822 -6.8111 -0.2283
H: 0.4834 -3.3560 -0.2092
H: 0.0016 -4.6062 0.9147
H: -0.9121 -3.0476 3.3591
H: -1.5449 -4.5645 2.7135
H: -3.1364 -1.2438 5.0983
H: -4.8127 -1.5634 4.6654
H: -3.6724 -1.0946 3.4144
H: -2.0298 -4.0499 6.0010
H: -2.8024 -5.4768 5.3081
H: -3.7445 -4.3383 6.2581
H: -4.9661 -3.7148 2.0620
H: -5.6720 -4.2408 3.5802
H: -4.5284 -5.2821 2.7475

Results
- highest occupied orbital energy (eV) = -16.5441
- charge = +3
- frontier orbital gap (eV) = 7.09
- lowest unoccupied orbital energy (eV) = -9.45